170
Properties=species:S:1:pos:R:3:mulliken_charge:R:1 method="wB97M-V/def2-TZVPD" e_lumo_ev=2.15 charge=-1 orbital_gap_ev=5.7 energy_ev=-80267.494
C -3.604 -10.524 5.506 -0.73
O -2.387 -10.108 4.937 -0.38
C -2.249 -8.703 4.849 -0.58
C -3.140 -8.020 3.816 -0.43
C -3.244 -6.499 4.058 -0.35
C -4.684 -6.027 4.251 -0.92
C -4.889 -4.508 4.202 -0.62
C -4.141 -3.798 3.061 -0.22
C -4.799 -2.500 2.584 -1.26
Nb -3.911 -1.382 0.870 -0.81
C -5.050 0.561 1.059 -1.45
C -4.370 1.562 2.021 -0.46
C -4.106 2.981 1.475 1.12
C -5.297 3.558 0.722 -1.63
C -3.686 3.866 2.662 -0.94
C -3.462 5.346 2.350 -1.01
C -2.563 5.658 1.185 -0.06
C -1.499 6.463 1.191 0.65
C -1.130 7.265 -0.027 -1.29
C -0.599 6.652 2.386 -1.42
P -2.645 -0.894 -1.331 0.04
N -1.029 -1.587 -1.182 -0.22
O -3.293 -1.830 -2.543 -0.51
H -3.836 -9.948 6.411 0.31
H -3.502 -11.579 5.758 0.24
H -4.445 -10.416 4.811 0.27
H -2.427 -8.253 5.840 0.41
H -1.200 -8.510 4.612 0.31
H -2.705 -8.188 2.829 0.20
H -4.137 -8.466 3.809 0.28
H -2.786 -5.980 3.216 0.35
H -2.662 -6.247 4.951 0.32
H -4.995 -6.373 5.247 0.27
H -5.355 -6.530 3.547 0.42
H -4.600 -4.079 5.168 0.32
H -5.955 -4.303 4.067 0.36
H -4.089 -4.478 2.206 0.34
H -3.106 -3.589 3.345 0.32
H -5.858 -2.697 2.377 0.37
H -4.704 -1.729 3.371 0.43
H -5.157 -2.116 -0.295 -0.01
H -2.991 -2.975 0.542 0.01
H -2.329 -0.841 1.720 0.04
H -5.193 0.981 0.060 0.33
H -6.050 0.304 1.433 0.27
H -3.398 1.194 2.372 0.29
H -4.988 1.676 2.922 0.33
H -3.233 2.898 0.815 0.13
H -5.497 3.006 -0.195 0.46
H -6.198 3.522 1.344 0.29
H -5.127 4.596 0.427 0.46
H -4.462 3.769 3.430 0.47
H -2.762 3.442 3.067 0.33
H -3.094 5.853 3.244 0.39
H -4.429 5.793 2.091 0.35
H -2.812 5.152 0.254 0.27
H -1.624 6.873 -0.916 0.32
H -0.053 7.291 -0.220 0.39
H -1.451 8.297 0.135 0.27
H 0.214 5.927 2.308 0.28
H -0.168 7.655 2.440 0.35
H -1.114 6.480 3.332 0.40
H -1.008 -2.431 -1.752 0.12
H -0.947 -1.933 -0.228 0.15
H -3.607 -2.662 -2.149 0.29
C 2.118 -0.700 0.441 -0.49
C 3.354 -1.469 0.876 -0.21
O 3.114 -2.851 1.106 -0.39
C 2.644 -3.584 -0.020 -0.12
C 3.605 -3.590 -1.195 -0.52
H 1.308 -0.836 1.159 0.33
H 2.337 0.367 0.361 0.41
H 1.749 -1.033 -0.529 -0.27
H 3.717 -1.082 1.831 0.20
H 4.167 -1.336 0.150 0.22
H 1.660 -3.220 -0.335 0.02
H 2.502 -4.599 0.351 0.39
H 3.736 -2.597 -1.628 -0.21
H 3.215 -4.244 -1.976 0.27
H 4.588 -3.952 -0.883 0.39
C 2.754 -2.273 4.262 -1.13
C 3.692 -1.437 5.110 -0.29
O 3.045 -0.589 6.050 -0.34
C 2.234 -1.238 7.012 -0.38
C 2.986 -2.218 7.898 -1.12
H 2.022 -1.643 3.755 0.30
H 3.315 -2.819 3.505 0.32
H 2.205 -3.003 4.861 0.43
H 4.260 -0.756 4.474 0.24
H 4.422 -2.082 5.615 0.31
H 1.387 -1.737 6.529 0.37
H 1.823 -0.431 7.619 0.37
H 3.368 -3.069 7.333 0.29
H 2.319 -2.604 8.670 0.40
H 3.832 -1.726 8.380 0.28
C 0.349 -2.002 -4.564 -0.86
C 1.444 -2.774 -3.860 0.50
O 1.076 -4.093 -3.482 -0.40
C 0.696 -4.953 -4.538 -0.28
C 1.778 -5.174 -5.584 -1.12
H -0.546 -1.988 -3.941 0.26
H 0.668 -0.975 -4.745 0.41
H 0.087 -2.443 -5.529 -0.02
H 1.698 -2.265 -2.930 -0.43
H 2.355 -2.795 -4.472 0.30
H -0.222 -4.593 -5.019 0.26
H 0.450 -5.898 -4.052 0.39
H 2.010 -4.259 -6.131 0.21
H 1.444 -5.919 -6.308 0.42
H 2.696 -5.531 -5.113 0.35
C 7.331 4.015 5.260 -1.01
C 5.938 4.558 5.537 -0.32
O 4.897 3.824 4.927 -0.44
C 4.790 2.461 5.317 -0.24
C 4.534 2.249 6.797 -0.75
H 7.501 3.933 4.186 0.27
H 8.081 4.685 5.684 0.39
H 7.480 3.028 5.701 0.25
H 5.848 5.564 5.127 0.33
H 5.775 4.638 6.619 0.30
H 5.681 1.904 5.004 0.24
H 3.952 2.069 4.743 0.25
H 5.370 2.580 7.417 0.29
H 4.369 1.188 6.978 0.15
H 3.646 2.800 7.112 0.26
C -1.517 -3.654 -8.593 -0.99
C -1.060 -2.206 -8.650 -0.42
O 0.326 -2.049 -8.908 -0.40
C 0.790 -2.576 -10.135 -0.32
C 0.143 -1.957 -11.364 -1.06
H -0.923 -4.210 -7.866 0.18
H -2.565 -3.699 -8.297 0.40
H -1.423 -4.156 -9.558 0.33
H -1.224 -1.741 -7.678 0.37
H -1.657 -1.645 -9.378 0.35
H 0.674 -3.667 -10.158 0.30
H 1.861 -2.371 -10.138 0.33
H -0.921 -2.186 -11.426 0.26
H 0.619 -2.343 -12.266 0.39
H 0.254 -0.872 -11.346 0.29
C 5.682 0.508 -4.688 -1.36
C 4.609 -0.379 -4.081 -0.03
O 4.496 -0.272 -2.677 -0.34
C 4.127 1.010 -2.193 -0.28
C 2.768 1.485 -2.677 -1.14
H 6.645 0.319 -4.212 0.31
H 5.770 0.303 -5.755 0.43
H 5.451 1.568 -4.571 0.30
H 4.857 -1.426 -4.267 0.36
H 3.640 -0.195 -4.560 0.16
H 4.902 1.749 -2.433 0.36
H 4.115 0.904 -1.110 0.27
H 2.752 1.655 -3.755 0.36
H 2.509 2.426 -2.189 0.41
H 1.997 0.750 -2.437 0.18
C -0.346 10.270 -4.835 -1.07
C -1.343 9.456 -4.028 -0.33
O -1.528 9.916 -2.702 -0.37
C -2.017 11.236 -2.562 -0.32
C -3.382 11.463 -3.191 -1.07
H 0.610 10.326 -4.313 0.30
H -0.188 9.801 -5.807 0.39
H -0.695 11.288 -5.012 0.26
H -0.982 8.433 -3.917 0.32
H -2.302 9.399 -4.556 0.31
H -1.294 11.962 -2.954 0.29
H -2.076 11.396 -1.485 0.33
H -3.355 11.363 -4.277 0.26
H -3.733 12.469 -2.959 0.39
H -4.103 10.742 -2.804 0.30